The following is a DFT calculation (ωB97M-V with the def2-TZVPD basis set) of a 7-piece molecular cluster, C27H35BN7O3 overall at a distorted geometry.

The geometry in XYZ format:
```
73
Properties=species:S:1:pos:R:3
N 1.078 2.721 0.024
C 2.061 2.722 0.649
O 3.013 2.778 1.472
B 3.843 4.091 1.489
O 3.047 5.185 0.920
C 3.864 5.771 -0.063
C 5.241 5.046 -0.097
O 4.941 3.830 0.543
H 4.164 4.452 2.612
H 3.401 5.484 -1.020
H 3.851 6.866 -0.050
H 5.467 4.965 -1.163
H 6.105 5.506 0.402
N -1.356 0.391 2.664
C -0.664 0.561 1.497
C -1.051 -0.431 0.640
C -2.025 -1.224 1.313
C -2.190 -0.691 2.565
H -1.266 0.979 3.472
H 0.042 1.366 1.368
H -0.684 -0.568 -0.365
H -2.544 -2.085 0.922
H -2.825 -0.985 3.383
N -0.178 -3.560 -1.052
C 1.098 -3.368 -1.495
C 1.465 -4.478 -2.211
C 0.361 -5.373 -2.203
C -0.637 -4.776 -1.478
H -0.704 -2.907 -0.498
H 1.634 -2.463 -1.265
H 2.418 -4.630 -2.691
H 0.306 -6.340 -2.675
H -1.631 -5.108 -1.228
N -4.690 -3.922 1.400
C -5.115 -3.846 2.697
C -5.064 -5.107 3.229
C -4.587 -5.977 2.212
C -4.363 -5.215 1.096
H -4.628 -3.146 0.766
H -5.415 -2.906 3.127
H -5.338 -5.376 4.236
H -4.425 -7.039 2.291
H -4.003 -5.480 0.117
N -2.467 1.663 -1.595
C -3.685 1.097 -1.356
C -4.370 1.050 -2.545
C -3.521 1.610 -3.540
C -2.354 1.976 -2.918
H -1.756 1.823 -0.898
H -3.959 0.776 -0.365
H -5.364 0.659 -2.685
H -3.741 1.730 -4.588
H -1.456 2.429 -3.302
N -2.868 -4.078 -3.604
C -3.777 -3.176 -4.081
C -4.698 -3.864 -4.828
C -4.328 -5.236 -4.795
C -3.195 -5.333 -4.030
H -2.075 -3.855 -3.025
H -3.692 -2.126 -3.850
H -5.543 -3.432 -5.339
H -4.835 -6.056 -5.277
H -2.596 -6.185 -3.754
N 6.872 6.499 3.325
C 7.554 5.321 3.256
C 8.667 5.430 4.047
C 8.652 6.734 4.618
C 7.528 7.367 4.152
H 6.013 6.689 2.838
H 7.180 4.510 2.652
H 9.408 4.663 4.201
H 9.378 7.156 5.292
H 7.142 8.355 4.339
```

Its multiplicity is 1. The charge is -1. Its relative energy (zero: lowest compared OMol25 entry of this formula, charge and spin) is 0.0 kcal/mol. The energy comes out at -45818.6780 eV.